1:
51
Properties=species:S:1:pos:R:3:mulliken_charge:R:1 method="wB97M-V/def2-TZVPD" homo_lumo_gap_ev=7.8 mol_weight_g_mol=410.49 homo_ev=-7.6
C 4.90310 3.89244 2.79767 -0.926
H 5.21059 3.65854 3.72814 0.420
O 3.59943 3.12671 2.50098 -0.420
C 3.61782 1.87080 2.65023 -0.378
C 2.51043 1.34019 2.29155 0.907
C 2.17623 0.10339 2.58004 0.004
C 3.19928 -0.62149 2.99639 0.093
C 4.48631 -0.42484 3.21023 -1.224
C 4.73534 0.96004 3.12344 -0.388
H 5.65124 1.42837 3.23975 0.448
H 5.15140 -1.06642 3.68666 0.443
H 3.06927 -2.02201 3.16028 -0.084
N 1.00776 -0.55845 2.18922 0.139
C -0.25601 -0.06704 1.72495 0.262
O -0.16781 1.02629 1.25405 -0.679
C -1.32909 -0.84761 1.56918 0.772
C -1.76190 -1.59762 2.46511 -0.198
C -2.93185 -2.38434 2.48291 -1.167
C -3.72386 -2.63668 1.24469 -1.312
C -3.23753 -1.71267 0.27042 -0.216
C -1.92567 -1.07810 0.28670 0.135
N -1.56576 -0.24855 -0.64270 0.496
S -0.00993 -0.55333 -1.22641 1.253
O 0.01051 -0.95431 -2.51876 -0.600
O 0.78291 -1.59531 -0.26791 -0.664
C 0.72066 1.08626 -1.46555 -1.201
H 0.60044 1.77281 -0.64778 0.383
H 1.76678 0.86109 -1.40782 0.517
H 0.41768 1.71255 -2.25362 0.355
C -2.39312 0.65325 -1.60559 -1.798
C -2.35018 0.24205 -3.01549 1.299
C -2.50878 -0.98004 -3.62128 0.073
C -2.62804 -1.12751 -4.94556 -0.919
C -2.16255 -0.01409 -5.88530 -0.749
C -1.91167 1.22333 -5.31584 -0.669
C -2.14297 1.28652 -3.81891 -0.514
H -1.69622 2.22045 -3.59780 0.313
H -1.86470 2.18736 -5.86908 0.356
H -2.24143 -0.25193 -6.83367 0.564
H -2.83531 -2.07003 -5.16032 0.553
H -2.94877 -1.56350 -2.98426 0.288
H -2.10401 1.78088 -1.13478 0.110
H -3.30496 0.53731 -1.15890 0.914
H -3.61771 -1.70101 -0.79887 0.088
H -4.45854 -3.15858 1.26736 0.809
H -3.36353 -3.05994 3.15569 0.342
H -1.29167 -1.59747 3.40747 0.498
H 0.81698 -1.48878 2.27253 0.196
H 1.56067 1.89496 2.18933 0.436
H 4.86460 4.92715 2.77919 0.336
H 5.73930 3.38758 2.12800 0.304

---

2:
51
Properties=species:S:1:pos:R:3:mulliken_charge:R:1 method="wB97M-V/def2-TZVPD" homo_lumo_gap_ev=8.6 mol_weight_g_mol=410.49 homo_ev=-8.1
C 6.32583 -1.02278 -0.47639 -1.057
C 5.63487 -0.79260 0.86391 -0.426
O 4.68751 -1.79971 1.16798 -0.456
C 3.48533 -1.81752 0.54113 0.760
C 2.68406 -2.92953 0.82317 -0.775
C 1.42459 -3.04084 0.27550 -0.241
C 0.95323 -2.04095 -0.55377 -0.281
C 1.73559 -0.94794 -0.85773 -1.046
C 3.00340 -0.82783 -0.31446 -0.131
H 3.59714 0.03775 -0.56148 0.449
H 1.34389 -0.19361 -1.52274 0.426
S -0.69480 -2.13602 -1.24792 1.450
O -0.58336 -2.09820 -2.67581 -0.738
O -1.40018 -3.24638 -0.66445 -0.717
N -1.43945 -0.72067 -0.83194 -0.792
C -1.39946 -0.19106 0.33291 0.692
N -2.00362 0.98536 0.60627 0.010
C -2.76706 1.81646 -0.22151 0.479
C -3.29684 2.97859 0.34092 -0.705
C -4.05195 3.84308 -0.41875 -0.656
C -4.30050 3.56975 -1.76550 0.759
C -3.77190 2.41117 -2.32454 -0.464
C -3.01229 1.54200 -1.56075 -0.636
H -2.60667 0.64476 -1.99609 0.536
H -3.94308 2.16619 -3.36025 0.393
O -5.05776 4.48690 -2.42788 -0.450
C -5.34958 4.26065 -3.78620 -0.817
H -5.91423 3.33366 -3.92692 0.331
H -4.43912 4.22767 -4.39295 0.328
H -5.96067 5.10546 -4.10010 0.228
H -4.46529 4.74256 0.00866 0.419
H -3.11503 3.20374 1.38280 0.333
H -1.91717 1.30860 1.56156 0.234
C -0.66709 -0.76636 1.49097 -0.093
C 0.40224 -0.07138 2.04866 -0.318
C 1.11652 -0.62332 3.09611 -0.820
C 0.75050 -1.85606 3.60988 -0.428
C -0.32857 -2.53755 3.07257 -0.887
C -1.03604 -2.00132 2.01084 0.185
H -1.85985 -2.53877 1.56927 0.440
H -0.61855 -3.49531 3.47706 0.436
H 1.30789 -2.28426 4.42931 0.436
H 1.95775 -0.09022 3.51342 0.450
H 0.68773 0.88835 1.64069 0.478
H 0.78988 -3.88818 0.47900 0.572
H 3.07952 -3.68812 1.47948 0.459
H 5.17039 0.20028 0.90113 0.315
H 6.36588 -0.86003 1.67445 0.327
H 6.81085 -1.99545 -0.47714 0.310
H 7.07603 -0.25382 -0.63868 0.364
H 5.60949 -0.99716 -1.29370 0.335

---

According to the calculations, the structures order from most to least stable as 2, 1.

---

1:
20
Properties=species:S:1:pos:R:3:mulliken_charge:R:1 method="wB97M-V/def2-TZVPD" homo_lumo_gap_ev="9.3 / 7.5" spin_multiplicity=2 mol_weight_g_mol=114.17 homo_ev="-8.4 / -8.3"
C -1.60211 0.80169 3.29150 -0.791
C -1.01394 -0.26861 2.72635 -0.269
C -0.24879 -0.14382 1.48770 0.315
C 0.46258 -1.19921 1.06785 -0.861
H -1.61621 1.77038 2.81360 0.252
H -2.14150 0.69048 4.21811 0.276
H -0.82024 -1.11287 3.37696 0.218
H -0.26915 0.79296 0.96786 0.271
H 1.24150 -1.11475 0.32955 0.335
H 0.28546 -2.12888 1.61090 0.267
N -0.32400 0.78017 -2.80077 -0.517
C 0.52801 0.03272 -1.87223 0.387
N 1.18226 -1.08972 -2.43131 -0.493
N 1.19522 0.80163 -0.83011 -0.525
H -1.31852 0.66379 -2.71149 0.206
H -0.06468 1.69714 -3.13127 0.178
H 0.65780 -1.47664 -3.19965 0.254
H 2.12950 -0.86880 -2.70850 0.234
H -0.04596 -0.17382 -0.95599 0.057
H 1.78276 1.54615 -1.24906 0.207

---

2:
20
Properties=species:S:1:pos:R:3:mulliken_charge:R:1 method="wB97M-V/def2-TZVPD" homo_lumo_gap_ev="7.0 / 8.6" spin_multiplicity=2 mol_weight_g_mol=114.17 homo_ev="-5.9 / -7.5"
C 0.32087 -1.06677 -1.80247 -0.310
C -0.92517 -0.74202 -1.49303 -0.062
N -1.79234 -1.54705 -0.72001 -0.522
N 1.26610 -0.20736 -2.43186 -0.527
H 0.71124 -2.05412 -1.59104 0.269
H -1.29979 0.23627 -1.78078 0.270
H -1.41551 -2.48413 -0.63489 0.226
H -2.71024 -1.61499 -1.14147 0.219
H 0.80934 0.56710 -2.89952 0.207
H 1.73269 -0.73634 -3.16254 0.248
C 0.48774 0.40062 2.21717 0.179
C -0.29934 0.14593 3.26646 -0.911
C 0.83901 1.75173 0.15383 -0.838
N 0.37205 1.53160 1.43499 -0.184
H 1.29073 -0.26116 1.91330 0.298
H -1.02318 0.87292 3.62126 0.235
H -0.10866 -0.72823 3.86239 0.258
H 0.47485 2.64527 -0.31195 0.331
H 1.64878 1.15482 -0.22901 0.415
H -0.37919 2.13591 1.72917 0.201

---

According to the calculations, the structures order from most to least stable as 2, 1.

---

1:
40
Properties=species:S:1:pos:R:3:mulliken_charge:R:1 method="wB97M-V/def2-TZVPD" homo_lumo_gap_ev=8.9 mol_weight_g_mol=300.28 homo_ev=-8.9
C -12.95219 -15.62906 -9.40203 0.457
O -12.04374 -14.82318 -9.57319 -0.645
N -14.28209 -15.31314 -9.66529 -0.500
N -12.89389 -16.84149 -8.90567 -0.194
H -14.96316 -15.97373 -9.32764 0.210
H -14.56088 -14.35081 -9.55005 0.275
H -13.70008 -17.42392 -9.05247 0.157
H -11.97346 -17.25995 -8.85746 0.192
C -10.40697 -17.07530 -2.69333 0.681
O -11.44726 -17.11375 -2.02695 -0.657
N -10.13339 -16.12779 -3.57224 -0.308
N -9.48711 -18.00448 -2.55716 -0.389
H -9.31727 -16.21225 -4.15292 0.150
H -10.68938 -15.28842 -3.62498 0.166
H -8.77033 -18.25983 -3.21210 0.152
H -9.67271 -18.51028 -1.70409 0.237
C -15.68480 -15.56292 -2.18887 0.629
O -16.27364 -15.72964 -1.12343 -0.687
N -14.47477 -16.08362 -2.44378 -0.163
N -15.96321 -14.50091 -2.97494 -0.361
H -14.15343 -16.82289 -1.84053 0.139
H -13.91023 -15.80738 -3.23803 0.157
H -15.41178 -14.48621 -3.81418 0.134
H -16.78122 -13.99312 -2.68326 0.196
C -12.92829 -14.77581 -5.54026 0.660
O -12.67840 -15.03406 -4.36322 -0.807
N -14.10316 -15.06249 -6.08481 -0.294
N -12.17552 -14.19350 -6.44235 -0.238
H -14.15347 -14.97032 -7.08647 0.029
H -14.93233 -15.45984 -5.67643 0.244
H -11.33988 -13.78658 -6.04986 0.213
H -12.51421 -13.85815 -7.32826 0.167
C -10.18511 -18.03715 -7.37634 0.647
O -10.76064 -18.79232 -8.16207 -0.715
N -10.65704 -17.02393 -6.64288 -0.116
N -8.85981 -18.23108 -7.11864 -0.366
H -11.65518 -17.00196 -6.49932 0.121
H -10.14830 -16.34266 -6.11151 0.085
H -8.28908 -18.85142 -7.66654 0.220
H -8.45718 -17.72271 -6.35120 0.123

---

2:
40
Properties=species:S:1:pos:R:3:mulliken_charge:R:1 method="wB97M-V/def2-TZVPD" homo_lumo_gap_ev=8.9 mol_weight_g_mol=300.28 homo_ev=-8.8
C -12.73275 17.35108 13.27829 0.621
O -13.83577 17.35166 13.81487 -0.676
N -11.86648 16.30057 13.35430 -0.364
N -12.27455 18.32407 12.45250 -0.268
H -12.15503 15.46623 13.82675 0.205
H -11.08682 16.37164 12.72308 0.183
H -12.82757 19.15385 12.32069 0.211
H -11.38583 18.35525 11.98219 0.084
C -15.30666 21.25230 14.01986 0.626
O -15.87234 20.66232 14.91396 -0.591
N -14.82753 22.52827 14.10201 -0.391
N -15.01618 20.63578 12.81408 -0.417
H -14.86176 23.03504 14.96508 0.226
H -14.39654 22.94940 13.30091 0.148
H -15.50018 19.79755 12.54609 0.190
H -14.62920 21.15636 12.04568 0.188
C -15.07087 17.80034 17.08439 0.438
O -15.69974 17.95124 18.12510 -0.687
N -14.26593 18.77353 16.56228 -0.392
N -15.05355 16.62306 16.40214 -0.353
H -14.07042 18.74415 15.57491 0.258
H -14.39430 19.68389 16.96385 0.262
H -14.69296 16.55262 15.46525 0.332
H -15.70917 15.95303 16.76079 0.199
C -8.17382 17.81610 11.42243 0.627
O -9.13768 17.06736 11.49654 -0.628
N -7.64541 18.47628 12.49876 -0.398
N -7.45027 17.94202 10.27078 -0.430
H -6.69674 18.79596 12.51952 0.188
H -8.19375 18.46020 13.33940 0.221
H -6.77575 18.67809 10.18700 0.175
H -7.62388 17.28178 9.53752 0.223
C -16.87360 15.15157 11.18121 0.541
O -17.10872 14.71138 10.07177 -0.643
N -15.79982 15.95844 11.43373 -0.275
N -17.68757 14.94929 12.26608 -0.353
H -15.53551 16.36426 12.31580 0.179
H -15.23679 16.19306 10.63726 0.167
H -18.43853 14.28979 12.23476 0.196
H -17.56591 15.56297 13.05037 0.178

---

According to the calculations, the structures order from most to least stable as 2, 1.

---

1:
6
Properties=species:S:1:pos:R:3:mulliken_charge:R:1 method="wB97M-V/def2-TZVPD" homo_lumo_gap_ev="7.8 / 7.7" mol_weight_g_mol=74.10 homo_ev="-8.9 / -8.8"
C -0.60352 -0.47775 -0.14660 -0.549
C 0.74467 -0.40055 -0.73651 0.033
O 1.19364 1.28563 -2.84536 -0.389
S 1.16275 -0.04863 -2.40432 0.327
H -0.71882 -1.07705 -0.89574 0.242
H -1.08240 -0.92689 0.67394 0.335

---

2:
6
Properties=species:S:1:pos:R:3:mulliken_charge:R:1 method="wB97M-V/def2-TZVPD" homo_lumo_gap_ev=8.7 mol_weight_g_mol=74.10 homo_ev=-9.2
C -1.62954 0.47244 0.07848 0.691
C 1.34557 -0.58116 -0.24704 -0.302
O -0.48953 0.65818 0.08177 -0.384
S -3.13130 0.13178 -0.14251 -0.302
H 1.62166 -0.75162 0.72859 0.159
H 2.28314 0.07038 -0.49930 0.137

---

3:
6
Properties=species:S:1:pos:R:3:mulliken_charge:R:1 method="wB97M-V/def2-TZVPD" homo_lumo_gap_ev="7.7 / 7.7" mol_weight_g_mol=74.10 homo_ev="-9.1 / -9.1"
C 1.20972 -0.42179 -0.34985 -0.187
C 0.73366 0.69725 -0.31119 -0.597
O -1.63984 -0.72643 0.98780 -0.260
S -2.32065 0.15923 0.03966 0.248
H 1.45076 -1.41767 -0.41545 0.433
H 0.56634 1.70941 0.04902 0.363

---

According to the calculations, the structures order from most to least stable as 3, 2, 1.

---

1:
14
Properties=species:S:1:pos:R:3:mulliken_charge:R:1 method="wB97M-V/def2-TZVPD" homo_lumo_gap_ev="9.6 / 9.6" mol_weight_g_mol=127.10 homo_ev="-8.9 / -8.9"
C 0.38621 0.32289 1.90236 -0.353
C 0.19981 0.54147 0.34174 0.560
C 0.05169 -0.62627 -1.71502 -0.475
C 0.49130 -1.57382 -0.64855 -0.386
N -0.30856 1.20570 2.52348 -0.281
N -0.63069 1.54558 0.25183 0.634
N 0.84357 -0.27229 -0.55041 -0.334
O -1.10355 2.29201 -0.57539 -0.697
O -0.97946 1.98443 1.69203 -0.189
H 0.80170 -0.49889 2.34677 0.447
H 0.57216 -0.42299 -2.62323 0.248
H -1.03451 -0.38516 -1.81988 0.221
H -0.47482 -1.83860 -0.16042 0.291
H 1.18517 -2.27406 -0.96532 0.314

---

2:
14
Properties=species:S:1:pos:R:3:mulliken_charge:R:1 method="wB97M-V/def2-TZVPD" homo_lumo_gap_ev=9.9 mol_weight_g_mol=127.10 homo_ev=-9.8
C -1.56642 0.42085 0.21059 -0.992
C -0.13618 0.01488 -1.70389 0.119
C 1.52618 -1.13256 -0.64947 0.484
C 1.04832 0.27848 1.53630 0.089
H -1.98424 -0.56699 0.47533 0.328
H -2.38409 0.90954 -0.38422 0.363
H -1.45593 1.14669 0.94971 0.398
H -0.85770 0.49720 -2.48050 0.321
H 0.30826 0.93551 1.96484 0.289
N -0.32169 0.40300 -0.39938 -0.135
N 0.80093 -0.87299 -1.91352 -0.555
N 0.66680 -0.30083 0.26876 0.228
O 2.54685 -1.62860 -0.33724 -0.433
O 1.80890 -0.10421 2.46271 -0.504

---

According to the calculations, the structures order from most to least stable as 2, 1.